{"formula": "C26H22MnN3O3PS", "method": "ωB97M-V with the def2-TZVPD basis set", "species": ["Mn", "N", "C", "C", "C", "C", "C", "C", "N", "C", "C", "C", "S", "C", "N", "H", "H", "H", "H", "H", "H", "H", "O", "C", "O", "C", "P", "C", "C", "C", "C", "C", "C", "C", "C", "C", "C", "C", "C", "H", "H", "H", "H", "H", "H", "H", "H", "H", "H", "H", "H", "C", "C", "O", "H", "H", "H"], "positions_angstrom": [[0.0301, -0.2818, 0.1462], [-2.7550, 0.0973, 3.1439], [-3.1219, 1.3039, 2.5973], [-4.1124, 2.2163, 2.9271], [-4.2079, 3.3429, 2.1378], [-3.3458, 3.5646, 1.0592], [-2.3583, 2.6633, 0.7255], [-2.2515, 1.5157, 1.5053], [-1.3954, 0.4424, 1.4117], [-1.7261, -0.3835, 2.4076], [-0.9722, -1.6014, 2.5217], [-0.9177, -2.5713, 3.4849], [0.2045, -3.7861, 3.0497], [0.5621, -2.9274, 1.6084], [-0.1089, -1.8142, 1.4571], [-3.2112, -0.3478, 3.9237], [-4.7761, 2.0533, 3.7604], [-4.9772, 4.0666, 2.3510], [-3.4625, 4.4646, 0.4756], [-1.6944, 2.8343, -0.1089], [-1.4687, -2.6277, 4.4019], [1.2800, -3.2828, 0.8918], [2.5700, -0.9592, -2.6554], [1.5158, -1.0819, -2.0816], [1.3617, -1.0540, -0.7965], [0.2238, -1.3379, -2.8468], [-1.3583, -0.7921, -1.7280], [-3.0724, -0.5662, -0.7496], [-3.4696, -1.5414, 0.1462], [-4.6847, -1.4023, 0.7970], [-5.4900, -0.3047, 0.5390], [-5.0913, 0.6517, -0.3785], [-3.8726, 0.5241, -1.0267], [-2.3994, -1.7104, -2.9307], [-3.1014, -1.0260, -3.9133], [-3.8523, -1.7329, -4.8348], [-3.9216, -3.1145, -4.7701], [-3.2330, -3.7952, -3.7782], [-2.4695, -3.0973, -2.8601], [0.1305, -2.4103, -3.0369], [0.2039, -0.8049, -3.8007], [-2.8401, -2.4046, 0.3301], [-5.0032, -2.1613, 1.4971], [-6.4342, -0.1990, 1.0491], [-5.7179, 1.5043, -0.5923], [-3.5590, 1.2621, -1.7507], [-3.0445, 0.0525, -3.9707], [-4.3816, -1.1985, -5.6078], [-4.5187, -3.6566, -5.4877], [-3.2893, -4.8717, -3.7209], [-1.9201, -3.6240, -2.0880], [2.6321, 1.1510, 1.4521], [1.3594, 0.9062, 0.7443], [0.8260, 1.5175, -0.1438], [2.5075, 1.9463, 2.1893], [3.3834, 1.4777, 0.7279], [2.9753, 0.2466, 1.9491]], "mulliken_charge": [0.03, 0.13, 0.41, -1.21, -0.51, -0.83, -0.61, 0.49, 0.28, 0.00, -0.54, -0.23, -0.11, -0.20, 0.67, 0.27, 0.48, 0.44, 0.44, 0.59, 0.44, 0.45, -0.61, 0.37, -0.51, -0.57, 0.22, 0.37, -0.25, -0.96, -0.59, -0.74, -0.22, 0.56, -0.13, -0.71, -0.53, -0.82, -0.18, 0.42, 0.38, 0.50, 0.50, 0.46, 0.50, 0.51, 0.38, 0.43, 0.41, 0.43, 0.41, -1.43, 0.76, -0.32, 0.37, 0.37, 0.33], "charge": 1, "s_squared": 6.0827, "gap_ev": [7.0, 6.8], "multiplicity": 5}

{"formula": "C26H23AlCl5F2N6O2Se2", "method": "ωB97M-V with the def2-TZVPD basis set", "species": ["Al", "Cl", "C", "C", "Cl", "C", "Cl", "C", "O", "C", "Cl", "C", "Cl", "C", "C", "C", "C", "N", "C", "Se", "N", "C", "C", "C", "C", "C", "C", "C", "C", "C", "C", "H", "H", "H", "H", "H", "H", "H", "H", "H", "H", "H", "H", "H", "H", "H", "H", "H", "H", "H", "H", "H", "H", "Se", "C", "N", "F", "C", "F", "H", "O", "N", "C", "C", "N", "C", "N"], "positions_angstrom": [[-0.4636, -0.1729, 0.0708], [-3.1189, -0.2775, 6.8662], [-2.6841, -0.4284, 5.2018], [-2.4183, 0.7060, 4.4395], [-2.5156, 2.2698, 5.1580], [-2.0729, 0.5871, 3.0999], [-1.7333, 1.9839, 2.1539], [-1.9640, -0.6746, 2.4819], [-1.6017, -0.8486, 1.2322], [-2.2302, -1.8024, 3.2720], [-2.0509, -3.3489, 2.5335], [-2.5869, -1.6846, 4.6095], [-2.9026, -3.1011, 5.5403], [4.8771, -2.9601, -2.6952], [5.6733, -2.1603, -1.6656], [5.2057, -2.4032, -0.2298], [3.8526, -1.7735, 0.0856], [3.9264, -0.3224, 0.1801], [3.3288, 0.5521, -0.6815], [2.5421, 0.1702, -2.2755], [3.4390, 1.7902, -0.1183], [2.7568, 2.9723, -0.6275], [3.5797, 3.7228, -1.6659], [4.7885, 4.4591, -1.0833], [4.4049, 5.7368, -0.3364], [4.1006, 1.7022, 1.1032], [4.4466, 2.6614, 2.0398], [5.1230, 2.2306, 3.1747], [5.4389, 0.8845, 3.3598], [5.0833, -0.0739, 2.4195], [4.4110, 0.3608, 1.2911], [5.2649, -2.7912, -3.7025], [3.8262, -2.6628, -2.6984], [4.9352, -4.0325, -2.4825], [5.5951, -1.0931, -1.8958], [6.7302, -2.4302, -1.7380], [5.9503, -2.0140, 0.4699], [5.1255, -3.4800, -0.0507], [3.4684, -2.1457, 1.0372], [3.1210, -2.0059, -0.6854], [2.5243, 3.6044, 0.2317], [1.8182, 2.6446, -1.0716], [2.9162, 4.4403, -2.1610], [3.8964, 3.0056, -2.4242], [5.4682, 4.7179, -1.8984], [5.3372, 3.7891, -0.4139], [3.8871, 6.4291, -1.0056], [5.2856, 6.2470, 0.0600], [3.7358, 5.5294, 0.5043], [4.1900, 3.7053, 1.9032], [5.4035, 2.9542, 3.9305], [5.9662, 0.5790, 4.2552], [5.3138, -1.1210, 2.5746], [1.9468, 0.6514, 3.8756], [1.3547, 0.5015, 2.2405], [0.9555, 0.4021, 1.1419], [-0.4351, 1.6487, -2.1770], [-1.3321, 0.9546, -1.3663], [-2.2498, 1.9095, -0.9444], [-1.8880, 0.2989, -2.0405], [0.1208, -1.6097, -0.7544], [0.1099, -2.8610, -1.0583], [-1.0498, -3.3661, -1.3157], [-1.1074, -4.7732, -1.6465], [-1.2063, -5.8879, -1.9113], [-2.2946, -2.6311, -1.3503], [-3.3034, -2.0852, -1.4225]], "mulliken_charge": [-2.08, -0.22, 0.26, 0.05, -0.21, 0.50, -0.12, -0.35, 0.10, 0.37, -0.19, 0.14, -0.21, -1.17, -0.21, -0.73, -0.86, 1.08, -0.94, -0.07, 0.98, -0.96, -0.70, -0.14, -1.33, 0.48, -0.25, -0.80, -0.99, -0.70, 0.43, 0.35, 0.22, 0.34, 0.10, 0.37, 0.33, 0.49, 0.40, 0.08, 0.54, -0.03, 0.50, 0.25, 0.38, 0.16, 0.40, 0.34, 0.28, 0.24, 0.38, 0.37, 0.43, -0.14, 0.30, 0.29, -0.28, 0.64, -0.34, 0.21, 0.81, -0.55, 1.01, -0.05, -0.51, -0.01, -0.48], "charge": -1, "gap_ev": 7.4}

{"formula": "C26H23AuF3O3S3", "method": "ωB97M-V with the def2-TZVPD basis set", "species": ["Au", "O", "C", "C", "C", "C", "C", "S", "C", "C", "C", "C", "S", "C", "C", "C", "C", "S", "H", "H", "H", "H", "H", "H", "H", "H", "H", "C", "O", "H", "H", "H", "C", "C", "C", "O", "H", "H", "H", "H", "H", "H", "H", "F", "C", "F", "F", "C", "C", "C", "C", "C", "C", "C", "C", "H", "H", "H", "H"], "positions_angstrom": [[-0.4549, 0.0147, -0.4181], [1.5472, 0.2887, -0.3873], [2.1962, 0.7668, -1.5259], [1.4881, 0.3295, -2.8037], [1.5738, -0.9193, -3.3475], [0.6291, -1.1468, -4.3796], [-0.1588, -0.0586, -4.6032], [0.2225, 1.2312, -3.5501], [3.5867, 0.1310, -1.4977], [4.0074, -0.8339, -0.6384], [5.3589, -1.2240, -0.8664], [5.9314, -0.5445, -1.8958], [4.8384, 0.5796, -2.5899], [2.3809, 2.2762, -1.4493], [2.5707, 3.2134, -2.4166], [2.8086, 4.5149, -1.8856], [2.8041, 4.5235, -0.5260], [2.4955, 2.9670, 0.1180], [2.2672, -1.6606, -2.9759], [0.5361, -2.0760, -4.9235], [-0.9484, 0.0516, -5.3293], [3.3464, -1.2392, 0.1125], [5.8775, -1.9778, -0.2902], [6.9353, -0.6398, -2.2776], [2.5661, 2.9912, -3.4739], [2.9578, 5.3974, -2.4921], [2.9313, 5.3710, 0.1288], [-1.0619, 2.6394, 0.5798], [-0.7177, 1.9733, -0.6010], [-1.1485, 3.7086, 0.3499], [-0.2974, 2.5363, 1.3643], [-2.0205, 2.3019, 0.9962], [-1.0647, -2.5982, 1.7532], [-0.8807, -2.8495, 0.2605], [-0.2630, -4.2216, 0.0148], [-0.0118, -1.9202, -0.3279], [-1.7144, -3.3543, 2.2052], [-1.5146, -1.6186, 1.9224], [-0.0926, -2.6256, 2.2518], [-1.8705, -2.8254, -0.2181], [0.6977, -4.2936, 0.5295], [-0.0913, -4.3605, -1.0530], [-0.9156, -5.0219, 0.3744], [-9.6638, -1.0289, 1.5602], [-9.2513, -0.9935, 0.2733], [-9.9565, -0.0206, -0.3323], [-9.6565, -2.1619, -0.2749], [-7.7732, -0.7988, 0.1583], [-6.9292, -1.6873, 0.8168], [-5.5599, -1.5462, 0.7109], [-5.0043, -0.5163, -0.0595], [-5.8667, 0.3707, -0.7092], [-7.2401, 0.2305, -0.6031], [-3.5879, -0.3772, -0.1761], [-2.3939, -0.2538, -0.3245], [-7.3487, -2.4893, 1.4113], [-4.8963, -2.2316, 1.2209], [-5.4407, 1.1718, -1.2976], [-7.8964, 0.9242, -1.1102]], "mulliken_charge": [0.78, -1.02, 3.05, -0.97, -0.22, -0.77, -0.60, 0.07, -1.09, -0.19, -0.63, -0.47, -0.11, -0.13, -0.35, -0.78, -0.51, -0.15, 0.51, 0.38, 0.47, 0.48, 0.38, 0.44, 0.58, 0.40, 0.43, -0.75, -0.54, 0.25, 0.28, 0.22, -1.38, 0.83, -1.64, -0.49, 0.39, 0.32, 0.33, 0.12, 0.35, 0.36, 0.40, -0.26, 0.84, -0.29, -0.26, 0.39, -0.84, -0.50, 0.37, -0.69, -0.46, 0.02, -0.05, 0.35, 0.48, 0.48, 0.43], "charge": -1, "gap_ev": 8.2}

{"formula": "C26H23BF6O2S", "method": "ωB97M-V with the def2-TZVPD basis set", "species": ["C", "C", "C", "C", "C", "B", "C", "C", "C", "C", "F", "F", "F", "C", "C", "C", "F", "F", "F", "C", "O", "C", "C", "O", "S", "H", "H", "H", "H", "H", "H", "H", "H", "H", "H", "H", "H", "C", "C", "C", "C", "C", "C", "C", "C", "C", "C", "C", "H", "H", "H", "H", "H", "H", "H", "H", "H", "H", "H"], "positions_angstrom": [[-5.1787, 1.0323, -3.2375], [-4.0101, 0.4347, -2.5619], [-3.3747, -0.7515, -2.8978], [-2.3270, -1.1018, -1.9855], [-2.1238, -0.1479, -1.0134], [-1.2737, -0.2309, 0.4672], [-0.0872, 0.0324, -0.5568], [0.2521, 1.3199, -0.9634], [1.3767, 1.5274, -1.7536], [1.8118, 2.9386, -2.0189], [3.1687, 3.0298, -2.1949], [1.2236, 3.4759, -3.1299], [1.4943, 3.7586, -0.9604], [2.1075, 0.4523, -2.2592], [1.7494, -0.8372, -1.8660], [2.5800, -2.0208, -2.2778], [2.6930, -2.9277, -1.2465], [2.0453, -2.6998, -3.3376], [3.8544, -1.6612, -2.6253], [0.6548, -1.0499, -1.0391], [-1.9315, 0.7765, 1.2406], [-2.9865, 0.1018, 1.9529], [-2.7972, -1.4017, 1.6839], [-1.6090, -1.5398, 0.8960], [-3.2627, 1.1509, -1.1687], [-5.3404, 0.5193, -4.1883], [-6.0812, 0.9284, -2.6239], [-5.0104, 2.0973, -3.4220], [-3.6505, -1.3461, -3.7683], [-1.6954, -1.9767, -2.0770], [-0.3387, 2.1668, -0.6274], [2.9620, 0.6155, -2.9067], [0.3929, -2.0664, -0.7396], [-2.8925, 0.3576, 3.0174], [-3.9618, 0.4445, 1.5676], [-2.6748, -1.9801, 2.6115], [-3.6434, -1.8007, 1.0980], [0.5661, -1.6699, 2.5060], [-0.1807, -1.4573, 3.8694], [-0.5260, -0.0045, 3.8675], [-0.1101, 0.6202, 2.7191], [0.6251, -0.2739, 1.8757], [1.9619, 0.1671, 1.4541], [2.3007, 1.5353, 1.4085], [3.5172, 1.9512, 0.8780], [4.4657, 1.0167, 0.4579], [4.1651, -0.3417, 0.5351], [2.9397, -0.7616, 1.0376], [1.5676, -2.0618, 2.7305], [0.0702, -2.3960, 1.8623], [-1.0553, -2.1176, 3.9620], [0.5105, -1.7247, 4.6846], [-1.0411, 0.4839, 4.6978], [-0.2286, 1.6800, 2.5094], [1.5877, 2.2872, 1.7511], [3.7246, 3.0164, 0.7897], [5.4313, 1.3477, 0.0745], [4.8790, -1.0857, 0.1778], [2.7141, -1.8309, 1.0641]], "mulliken_charge": [-1.34, 0.63, -0.76, -0.91, 0.28, 2.03, 0.45, -1.24, -0.13, 0.76, -0.27, -0.29, -0.26, -0.99, -0.06, 0.89, -0.26, -0.29, -0.28, -0.24, -0.79, -0.60, -0.48, -0.66, -0.28, 0.37, 0.24, 0.32, 0.34, 0.52, 0.62, 0.50, 0.58, 0.29, 0.43, 0.31, 0.37, -0.99, -1.05, -0.80, -0.88, 2.02, 0.63, -0.22, -0.87, -0.52, -0.71, -0.50, 0.67, 0.31, 0.31, 0.44, 0.52, 0.26, 0.24, 0.38, 0.40, 0.38, 0.20], "gap_ev": 4.9}

Strongest force on any atom, respectively: 1.99; 0.71; 0.27; 3.44 eV/A.
Relative energy (zero: lowest compared OMol25 entry of this formula, charge and spin), respectively: 523.1; 100.1; 5.8; 0.0 kJ/mol.